[1]
Entry from OMol25: a molecular structure, C6H12N2 in a non-equilibrium geometry (ωB97M-V with the def2-TZVPD basis set).

Properties
Gap between HOMO and LUMO: 9.3 eV
Highest occupied orbital energy: -8.449 eV
ΔE to the lowest compared entry with this formula, charge and spin: 172.5 kcal per mole
LUMO energy: 0.842 eV

The geometry in ORCA input format:
```
! wB97M-V def2-TZVPD RIJCOSX def2/J DEFGRID3
* xyz 0 1
C 0.89483 -1.78842 -0.51584
C -0.00504 -0.48079 1.54495
C -1.01512 0.47848 0.84418
C -1.53376 0.04151 -0.67687
C -0.06420 1.21701 -0.02126
C 1.25912 0.42255 -0.18627
H 0.90598 -2.68684 -0.02670
H 1.75541 -1.50873 -1.35023
H -0.18733 -1.66460 -1.05149
H 0.62149 0.55734 2.22488
H -0.54674 -1.22551 2.10826
H -1.68218 1.08749 1.55597
H -1.16650 -0.88368 -0.96277
H -2.67913 0.15550 -0.21889
H -0.06118 0.72298 -1.96793
H -0.02888 2.41959 0.01603
H 1.63406 0.44110 -1.38336
H 2.23639 0.93921 0.40908
N 1.05595 -0.81270 0.50726
N -0.77258 1.14185 -1.26242
*
```

[2]
Entry from OMol25: a single C13H17NO3 molecule (ωB97M-V with the def2-TZVPD basis set).

Properties
Gap between HOMO and LUMO: 9.4 eV
Highest occupied orbital energy: -8.752 eV
SMILES: CCCCOC(=O)c1ccc(NC(C)=O)cc1
ΔE to the lowest compared entry with this formula, charge and spin: 4.2 kcal per mole
LUMO energy: 0.624 eV

The geometry in ORCA input format:
```
! wB97M-V def2-TZVPD RIJCOSX def2/J DEFGRID3
* xyz 0 1
C -3.08101 -1.61383 -1.32111
C -4.42319 -1.35417 -0.64733
C -4.29639 -0.88984 0.80445
C -3.65033 0.48303 0.96172
O -2.23275 0.36575 0.86991
C -1.56314 1.37038 0.29348
O -2.08915 2.37699 -0.12192
C -0.10945 1.10267 0.21416
C 0.72314 2.10253 -0.28593
C 2.08000 1.89181 -0.38418
C 2.63641 0.67342 0.01274
N 4.01597 0.52044 -0.11250
C 4.80060 -0.55936 0.19575
C 6.26345 -0.30008 -0.10003
O 4.38821 -1.59910 0.64968
C 1.80505 -0.32914 0.51054
C 0.44621 -0.11167 0.60921
H -2.48834 -2.31184 -0.73410
H -3.23409 -2.03977 -2.31040
H -2.51361 -0.69433 -1.43393
H -5.00982 -2.27599 -0.65884
H -4.97659 -0.60363 -1.21641
H -3.70726 -1.61253 1.37178
H -5.29286 -0.84136 1.24750
H -3.88532 0.90280 1.94698
H -4.00065 1.18216 0.19458
H 0.28221 3.03900 -0.59156
H 2.72146 2.67173 -0.77104
H 4.49196 1.33019 -0.48746
H 6.84019 -1.18303 0.15856
H 6.40096 -0.08034 -1.15683
H 6.62189 0.54463 0.48479
H 2.23238 -1.26962 0.81475
H -0.19614 -0.88792 0.99300
*
```

[3]
Entry from OMol25: 2 unconnected molecules or ions with the total composition C4H9O3 (ωB97M-V with the def2-TZVPD basis set).

Properties
Gap between HOMO and LUMO: 8.8 eV
Highest occupied orbital energy: -4.594 eV
ΔE to the lowest compared entry with this formula, charge and spin: 5.9 kcal per mole
LUMO energy: 4.178 eV

The geometry in ORCA input format:
```
! wB97M-V def2-TZVPD RIJCOSX def2/J DEFGRID3
* xyz -1 1
O 2.47811 0.48354 0.57679
C 2.70999 0.04413 -0.57755
O 1.92501 -0.40199 -1.42730
H 3.78510 0.12934 -0.89775
C -0.51659 -0.63819 1.00675
O 0.31213 -0.21101 2.07557
C -1.04621 0.54266 0.20890
C -1.77811 0.12721 -1.06314
H 0.02576 -1.30842 0.33777
H -1.34391 -1.17075 1.48713
H 1.17209 0.05656 1.67554
H -1.67936 1.15107 0.86137
H -0.19327 1.15663 -0.08016
H -2.63479 -0.52627 -0.86681
H -2.13218 0.99384 -1.62247
H -1.08377 -0.42835 -1.69465
*
```

[4]
Entry from OMol25: 8 unconnected molecules or ions with the total composition C55H79BFN8O8S in a non-equilibrium geometry (ωB97M-V with the def2-TZVPD basis set).

Properties
Gap between HOMO and LUMO: 6.6 eV
Highest occupied orbital energy: -9.590 eV
LUMO energy: -2.971 eV

The geometry in ORCA input format:
```
! wB97M-V def2-TZVPD RIJCOSX def2/J DEFGRID3
* xyz 1 1
C -6.17026 0.32245 3.23073
C -4.74201 -0.09352 2.85321
C -3.94629 1.02699 2.17114
O -3.77218 0.93437 0.74996
C -2.90156 -0.06982 0.34957
C -1.44258 0.29211 0.68679
C -0.94979 -0.46264 1.92676
C -0.35319 0.47791 3.00331
C -0.75061 -0.01374 4.37080
O -1.65424 0.46011 5.00803
O -0.02785 -1.06607 4.79583
O -0.50700 0.06823 -0.34655
C -0.80106 0.50288 -1.66508
C 0.11537 1.68900 -2.02233
C 0.46399 2.65981 -0.88862
C 1.61994 3.58118 -1.31212
S 2.69405 4.07904 0.07360
C -2.31580 0.68344 -1.99306
C -2.72488 2.13303 -1.62414
C -2.72972 3.20754 -2.70722
O -4.09396 3.50238 -2.98820
C -2.41081 0.33080 -3.48824
C -3.63499 0.73573 -4.34007
C -3.25698 1.25996 -5.71964
F -3.22921 2.64712 -5.75430
N -3.13304 -0.32354 -1.12314
C -4.60747 -0.17681 -1.44523
B -5.66245 -1.02509 -0.56622
O -6.53328 -0.41017 0.27382
O -5.71497 -2.39221 -0.68570
C -2.87326 -1.78324 -1.42246
C -1.46213 -2.38437 -1.60098
O -1.02242 -2.50188 -2.72247
C -0.72038 -2.91089 -0.42742
C 0.66419 -2.78473 -0.49078
C 1.41842 -3.23317 0.57032
C 0.81794 -3.80255 1.68825
C -0.55460 -3.96397 1.72293
C -1.33767 -3.51269 0.66181
H -6.86940 -0.50672 3.18063
H -6.52849 1.16706 2.64403
H -6.15813 0.65361 4.26961
H -4.71648 -1.03192 2.29745
H -4.21192 -0.29071 3.78709
H -3.01424 1.16701 2.72202
H -4.52005 1.94111 2.31644
H -3.14767 -0.98247 0.89928
H -1.44585 1.35613 0.94882
H -1.77311 -1.01885 2.37825
H -0.18388 -1.17881 1.63601
H 0.73077 0.47849 2.91831
H -0.75802 1.48314 2.92733
H -0.15419 -1.12885 5.75492
H -0.46483 -0.30638 -2.30811
H 1.07025 1.22998 -2.29338
H -0.18873 2.22844 -2.92019
H 0.79268 2.09322 -0.02124
H -0.36965 3.31982 -0.65327
H 1.21105 4.48877 -1.75216
H 2.27211 3.09735 -2.03550
H 1.84264 3.93719 1.09414
H -2.10859 2.45217 -0.78957
H -3.71788 2.19473 -1.19855
H -2.18747 2.93985 -3.61410
H -2.24640 4.10289 -2.30650
H -4.14168 4.35625 -3.42828
H -1.54422 0.81876 -3.93849
H -2.21428 -0.72970 -3.62220
H -4.23104 -0.15930 -4.53848
H -4.29957 1.44204 -3.84973
H -2.28384 0.87667 -6.03508
H -3.98326 0.92806 -6.46152
H -4.90716 0.86127 -1.42680
H -4.72963 -0.51699 -2.46950
H -6.65522 0.52803 0.09226
H -6.60735 -2.70221 -0.87554
H -3.31763 -2.35756 -0.61282
H -3.43112 -2.06888 -2.30761
H 1.11938 -2.34352 -1.36466
H 2.49519 -3.12599 0.54449
H 1.42527 -4.12518 2.52156
H -1.01759 -4.42292 2.58478
H -2.41258 -3.63007 0.70005
N -6.81013 4.65527 2.41176
C -7.92942 5.43759 2.48588
C -8.61798 5.30164 1.31135
C -7.88552 4.40043 0.49312
C -6.77716 4.01711 1.20062
H -6.12057 4.56927 3.13487
H -8.13980 6.02304 3.36387
H -9.54244 5.79434 1.06370
H -8.14432 4.07430 -0.50054
H -5.97399 3.34505 0.94401
N 2.97709 -3.74280 -3.25278
C 3.71325 -3.76257 -4.40632
C 4.86529 -4.45914 -4.15280
C 4.81577 -4.88990 -2.79707
C 3.63498 -4.43543 -2.27117
H 2.08218 -3.30202 -3.14746
H 3.36207 -3.27713 -5.30013
H 5.65821 -4.63901 -4.85906
H 5.56020 -5.45970 -2.26683
H 3.20085 -4.54847 -1.29281
N 7.05721 -2.72698 -1.47845
C 8.28849 -3.05387 -1.97122
C 9.16453 -3.09693 -0.91846
C 8.42762 -2.79172 0.25801
C 7.12959 -2.57259 -0.12529
H 6.21750 -2.63020 -2.02154
H 8.43733 -3.22877 -3.02257
H 10.21460 -3.32583 -0.98251
H 8.80964 -2.74357 1.26460
H 6.24978 -2.31953 0.44321
N 1.91377 7.29216 -1.68100
C 2.48779 8.52896 -1.77388
C 1.49245 9.43774 -2.01543
C 0.26691 8.72057 -2.06895
C 0.56082 7.39998 -1.85803
H 2.40601 6.43455 -1.50797
H 3.55001 8.65782 -1.65944
H 1.62610 10.49888 -2.13859
H -0.71471 9.12904 -2.24046
H -0.07783 6.53334 -1.81660
N 5.64479 -1.13308 2.91325
C 4.50161 -0.39646 2.76406
C 3.58562 -0.86446 3.66836
C 4.20201 -1.92270 4.39184
C 5.47158 -2.06306 3.90241
H 6.48303 -1.01703 2.37004
H 4.43699 0.39124 2.03292
H 2.58661 -0.49211 3.80544
H 3.76459 -2.50969 5.18187
H 6.26234 -2.74198 4.17153
N 8.12007 1.33225 3.01789
C 9.26548 2.03543 3.27482
C 9.18719 3.22472 2.60328
C 7.94415 3.24153 1.91387
C 7.30811 2.06186 2.19016
H 7.91091 0.42373 3.38544
H 10.03406 1.63191 3.91079
H 9.93607 3.99822 2.60539
H 7.56207 4.03081 1.28868
H 6.35232 1.68508 1.87195
N -0.29700 -8.76367 1.59891
C -1.11463 -9.70050 1.02984
C -2.10662 -9.04027 0.35685
C -1.87614 -7.64784 0.52589
C -0.75235 -7.51024 1.29686
H 0.51288 -8.96730 2.15420
H -0.92217 -10.75233 1.15016
H -2.90666 -9.50241 -0.19585
H -2.46800 -6.84146 0.12488
H -0.24056 -6.63313 1.64956
*
```

[5]
Entry from OMol25: 2 unconnected molecules or ions with the total composition C22H34ClNO8 (ωB97M-V with the def2-TZVPD basis set).

Properties
Gap between HOMO and LUMO: 9.8 eV
Highest occupied orbital energy: -9.237 eV
SMILES: C[C@H](O)COC(=O)O[C@](CC(=O)N(C)C)(Cc1ccccc1)C[C@@H](C)Cl.COC(=O)OC
ΔE to the lowest compared entry with this formula, charge and spin: 0.0 kcal per mole
LUMO energy: 0.567 eV

The geometry in ORCA input format:
```
! wB97M-V def2-TZVPD RIJCOSX def2/J DEFGRID3
* xyz 0 1
C 1.28225 -3.18611 2.32266
C 0.87127 -1.92176 1.57586
O -0.14896 -1.23609 2.31039
C 0.41924 -2.22372 0.15589
O 0.71486 -1.15138 -0.73680
C -0.33489 -0.55285 -1.33129
O -1.33798 -1.12149 -1.64297
O -0.08774 0.73847 -1.64584
C -0.04577 1.71385 -0.59141
C -1.12248 1.48885 0.47339
C -2.56934 1.61699 0.01676
O -2.94246 1.38182 -1.10573
N -3.44202 2.09422 1.00111
C -3.33165 1.39182 2.28882
C -4.81562 2.23153 0.51223
C -0.28028 3.05065 -1.32513
C -0.23524 4.29853 -0.47320
C 0.94180 5.00005 -0.20506
C 0.94874 6.12975 0.60330
C -0.23651 6.58782 1.16598
C -1.42525 5.92733 0.88816
C -1.41760 4.80019 0.07421
C 1.31083 1.74280 0.13829
C 2.57505 2.02172 -0.67013
C 3.72350 2.32450 0.29619
Cl 3.09592 0.63851 -1.68073
H 0.39816 -3.72229 2.67220
H 1.93186 -3.83591 1.74070
H 1.82887 -2.88942 3.21887
H 1.70761 -1.22333 1.54398
H -0.91895 -1.81324 2.35467
H -0.63947 -2.48793 0.14703
H 0.95631 -3.10461 -0.19979
H -0.98853 0.51967 0.96491
H -0.97613 2.24159 1.24918
H -4.15562 1.68887 2.92970
H -2.41485 1.69174 2.79738
H -3.30638 0.30564 2.16515
H -4.90975 3.14456 -0.07259
H -5.47381 2.33796 1.37408
H -5.14884 1.36874 -0.06396
H 0.43026 3.12363 -2.15054
H -1.26427 3.01023 -1.79168
H 1.87724 4.65828 -0.62729
H 1.87684 6.64783 0.80746
H -0.23095 7.45655 1.81103
H -2.36240 6.27660 1.30196
H -2.35675 4.30388 -0.13603
H 1.45338 0.76518 0.60562
H 1.24742 2.46005 0.95713
H 2.46890 2.87772 -1.32925
H 4.63898 2.53454 -0.25057
H 3.44741 3.18915 0.90450
H 3.86006 1.47270 0.96188
C -0.03477 -5.92135 -3.62036
O 0.96611 -6.93361 -3.46124
C 1.24401 -7.23602 -2.19658
O 0.73292 -6.74210 -1.22488
O 2.18536 -8.17875 -2.18766
C 2.58258 -8.60143 -0.88128
H -0.15213 -5.78424 -4.69063
H -0.97754 -6.24331 -3.18314
H 0.28600 -4.98789 -3.16250
H 1.73833 -9.02659 -0.34206
H 2.99908 -7.76824 -0.31846
H 3.34372 -9.36084 -1.03192
*
```

[6]
Entry from OMol25: a single CH3Br3SSi molecule in a non-equilibrium geometry (ωB97M-V with the def2-TZVPD basis set).

Properties
Gap between HOMO and LUMO: 9.6 eV
Highest occupied orbital energy: -9.363 eV
SMILES: SC[Si](Br)(Br)Br
ΔE to the lowest compared entry with this formula, charge and spin: 3.0 kcal per mole
LUMO energy: 0.240 eV

The geometry in ORCA input format:
```
! wB97M-V def2-TZVPD RIJCOSX def2/J DEFGRID3
* xyz 0 1
S -1.59368 1.44132 -0.02730
C -0.77247 -0.21943 0.16394
Si 1.12222 -0.21306 0.25650
Br 1.85228 -2.24787 0.14062
Br 1.87237 0.80990 2.01415
Br 1.71670 0.85034 -1.66094
H -1.72235 1.07183 -1.28152
H -1.25250 -0.70701 -0.70967
H -1.22256 -0.78602 1.10422
*
```

[7]
Entry from OMol25: a single C2H3N3OS molecule in a non-equilibrium geometry (ωB97M-V with the def2-TZVPD basis set).

Properties
Gap between HOMO and LUMO: 9.1 eV
Highest occupied orbital energy: -9.033 eV
SMILES: O=c1nc[nH]n1S
ΔE to the lowest compared entry with this formula, charge and spin: 53.9 kcal per mole
LUMO energy: 0.082 eV

The geometry in ORCA input format:
```
! wB97M-V def2-TZVPD RIJCOSX def2/J DEFGRID3
* xyz 0 1
O -2.02578 -0.11568 -1.49176
C -0.91117 0.02267 -1.01545
N 0.34321 -0.28971 -1.67157
C 1.27281 -0.06656 -0.74890
N 0.70250 0.36794 0.39513
N -0.61504 0.53933 0.37214
S -1.36363 0.25660 1.80053
H 2.41030 0.05597 -0.99755
H 1.42737 0.39036 1.38743
H -1.24057 -1.16091 1.97000
*
```

[8]
Entry from OMol25: 2 unconnected molecules or ions with the total composition C4H6OS in a non-equilibrium geometry (ωB97M-V with the def2-TZVPD basis set).

Properties
Gap between HOMO and LUMO (spin up / spin down): 8.2 / 6.4 eV
Expectation value of S²: 2.006
Highest occupied orbital energy (spin up / spin down): -7.448 / -8.828 eV
ΔE to the lowest compared entry with this formula, charge and spin: 35.6 kcal per mole
LUMO energy (spin up / spin down): 0.768 / -2.472 eV

The geometry in ORCA input format:
```
! wB97M-V def2-TZVPD RIJCOSX def2/J DEFGRID3
* xyz 0 3
C 0.43843 1.61613 -0.39565
C 1.52848 -1.98925 -0.93868
C -0.52951 1.56703 0.45472
C -1.32837 0.30652 0.82855
O 1.52370 1.68990 -0.81730
S -0.11428 -2.07293 -1.12329
H 2.17526 -1.30356 -1.64464
H 1.94643 -2.22613 0.06192
H -1.00293 2.51478 0.78518
H -1.38898 0.18132 1.93750
H -0.91160 -0.59757 0.36976
H -2.33662 0.31378 0.48193
*
```